DFT (ωB97M-V/def2-TZVPD) results for a molecular structure, C12H8N2O5PdS2 in a non-equilibrium geometry.

```
30
Properties=species:S:1:pos:R:3:forces:R:3
Pd -1.2554 0.4295 0.0292 -2.181 1.193 0.403
O 0.2712 -0.3953 4.1386 0.139 0.013 0.647
C 0.0938 -0.3375 2.9211 0.996 -0.759 -0.271
O -0.7440 0.3633 2.3130 -0.763 0.398 -0.578
C 1.1020 -1.2001 2.0490 -0.470 0.480 0.484
C 2.0361 -0.2261 1.3129 0.355 -0.267 0.470
C 3.0173 -0.9977 0.3835 -0.050 0.164 0.182
C 2.1331 -1.2491 -0.8574 -0.281 0.093 -0.399
C 0.7691 -0.8479 -0.2699 0.679 -0.823 -0.235
O 1.1457 0.3647 0.3893 0.600 0.283 -0.193
C 0.4547 -1.8830 0.8338 -0.573 -0.188 -0.004
C -1.0413 -2.3374 0.9711 1.271 -0.518 0.011
O -1.2122 -3.4530 1.4589 -0.078 -0.296 0.295
O -1.9372 -1.6006 0.4880 -0.581 1.046 -0.516
H 1.6234 -1.9005 2.7049 -0.063 0.121 -0.046
H 2.4964 0.5352 1.9432 -0.067 -0.012 -0.047
H 3.3457 -1.9250 0.8510 0.064 -0.047 0.033
H 3.8934 -0.3934 0.1473 0.021 -0.010 -0.021
H 2.1550 -2.2765 -1.2132 0.019 -0.094 -0.006
H 2.3938 -0.5814 -1.6808 0.008 -0.019 0.031
H -0.0870 -0.6258 -0.9401 1.102 -0.748 -0.664
H 0.9904 -2.8193 0.6304 -0.105 0.192 -0.036
S -1.4979 0.7061 -2.4784 -0.121 -0.072 0.503
C -2.3649 2.1966 -2.5608 0.326 -0.147 1.883
C -2.7128 2.5899 -3.8545 -0.371 0.524 -1.308
N -2.9792 2.8653 -4.9431 -0.015 0.040 0.042
C -2.6906 2.9708 -1.4584 0.687 -1.468 -0.338
S -2.3141 2.5687 0.1884 0.090 -0.224 -0.097
C -3.3082 4.2088 -1.6629 -0.582 1.188 -0.267
N -3.7773 5.2497 -1.8328 -0.057 -0.042 0.042
```
Forces are in eV/Å.

For the HOMO-LUMO gap (alpha / beta), the calculation gives 0.2502 / 0.2367 Eh. As for the charge: -2. The spin multiplicity is 3. For the total energy, the calculation gives -50942.7077 eV. As for the expectation value of S²: 2.015. The LUMO energy (alpha / beta) is 0.182 / 0.159 Eh.


DFT (ωB97M-V/def2-TZVPD) results for 5 unconnected molecules or ions with the total composition C27H42N2O8.

```
79
Properties=species:S:1:pos:R:3:forces:R:3
C 5.2322 1.1580 -0.7610 0.322 0.343 0.217
C 6.2941 0.4246 -1.5720 -0.279 -0.110 -0.585
C 5.8407 -0.8805 -2.2901 0.303 0.113 0.589
C 4.6127 -1.5977 -1.7023 0.032 -0.045 -0.719
C 3.2959 -1.2334 -2.4270 -0.132 -0.347 0.470
C 2.1754 -0.8627 -1.4528 0.177 0.078 -0.511
C 0.8636 -0.3460 -2.1108 -0.397 -0.064 0.674
C -0.3554 -1.0598 -1.4860 -0.249 0.478 -0.231
C 0.8162 -0.6126 -3.5502 0.312 0.031 0.064
N 0.8130 -0.8695 -4.6674 -0.104 0.011 -0.237
C 0.6722 1.1770 -1.8946 -0.359 0.135 -0.450
C 0.5738 1.4818 -0.4738 0.357 -0.299 0.077
N 0.5368 1.5794 0.6690 -0.077 0.150 0.076
H 4.7447 0.5413 -0.0082 -0.045 -0.059 -0.053
H 4.4775 1.6201 -1.4001 -0.118 -0.182 -0.032
H 5.7092 1.9795 -0.2196 -0.054 0.005 -0.006
H 6.6177 1.1173 -2.3529 0.196 -0.003 0.072
H 7.1828 0.2184 -0.9754 -0.128 -0.002 0.230
H 5.6862 -0.6572 -3.3457 -0.201 -0.135 -0.039
H 6.6782 -1.5805 -2.2525 0.062 0.074 -0.093
H 4.7829 -2.6675 -1.8351 -0.083 -0.039 0.125
H 4.5246 -1.4361 -0.6286 0.057 0.059 0.043
H 2.9718 -2.1055 -2.9975 -0.016 0.134 -0.211
H 3.4556 -0.4282 -3.1450 0.034 0.084 0.024
H 2.5691 -0.0883 -0.7926 -0.202 -0.018 0.170
H 1.9093 -1.7279 -0.8454 0.140 -0.020 0.084
H -0.3011 -1.0091 -0.4008 0.105 -0.160 0.032
H -0.4523 -2.0864 -1.8172 0.186 -0.067 0.098
H -1.2725 -0.5430 -1.7822 -0.006 -0.063 -0.066
H 1.4477 1.7775 -2.3722 0.114 -0.067 0.125
H -0.2794 1.4791 -2.3372 0.109 0.069 -0.124
O -2.3282 -3.5511 -1.1070 0.114 0.067 0.145
C -1.6312 -4.2121 -0.3915 -0.140 -0.119 -0.157
C -1.8882 -5.6198 0.1079 0.197 0.093 0.325
C -0.8999 -5.7456 1.2640 -0.184 -0.088 0.058
C 0.2162 -4.8084 0.8332 0.080 -0.042 0.162
O -0.4410 -3.7637 0.0883 -0.095 -0.101 -0.008
H -1.6757 -6.3211 -0.7007 -0.056 0.023 -0.048
H -2.9252 -5.7230 0.4145 -0.051 -0.037 -0.158
H -0.5624 -6.7620 1.4540 0.058 0.018 -0.040
H -1.3594 -5.3660 2.1779 0.054 -0.038 0.037
H 0.9494 -5.2908 0.1829 -0.041 0.000 -0.043
H 0.7339 -4.3563 1.6759 -0.004 0.104 -0.055
O -2.8027 -4.8469 4.7612 0.117 -0.037 -0.112
C -2.7212 -3.7165 4.3793 -0.193 -0.013 0.176
C -3.8373 -2.6974 4.2464 0.172 0.177 -0.342
C -3.2163 -1.6341 3.3411 -0.102 -0.061 0.029
C -1.7370 -1.7659 3.6744 0.031 0.121 -0.066
O -1.5454 -3.1576 4.0030 0.014 0.016 -0.094
H -4.0682 -2.3117 5.2404 -0.046 -0.042 0.020
H -4.7227 -3.1597 3.8196 -0.049 -0.077 0.172
H -3.5989 -0.6283 3.4998 0.041 0.004 0.045
H -3.3830 -1.8976 2.2951 0.016 0.017 -0.006
H -1.4512 -1.1681 4.5418 -0.014 -0.008 0.012
H -1.0862 -1.5126 2.8408 0.064 -0.090 0.026
O -1.7465 3.3077 -4.0856 0.065 0.018 0.097
C -2.5981 3.0218 -3.2974 -0.041 -0.067 -0.232
C -4.1003 3.0096 -3.4973 -0.080 0.123 0.379
C -4.6302 2.9604 -2.0641 -0.006 0.028 -0.111
C -3.5049 2.2357 -1.3358 -0.130 0.001 0.122
O -2.3042 2.6159 -2.0360 0.005 -0.019 0.083
H -4.3611 2.1151 -4.0650 0.015 0.020 -0.064
H -4.4161 3.8927 -4.0449 0.046 -0.072 -0.153
H -5.5922 2.4636 -1.9593 0.030 -0.052 -0.006
H -4.7288 3.9739 -1.6733 -0.001 -0.014 0.028
H -3.6048 1.1494 -1.3912 -0.005 -0.002 -0.034
H -3.4061 2.5298 -0.2935 0.123 0.016 -0.014
O -2.4215 4.1742 2.6181 -0.030 0.081 0.033
C -1.3946 4.7865 2.5581 -0.011 -0.205 -0.153
C 0.0104 4.2395 2.4054 0.111 0.442 0.341
C 0.8783 5.4353 2.7940 -0.019 -0.096 0.000
C -0.0117 6.6075 2.3996 0.127 0.033 0.000
O -1.3578 6.1421 2.5938 -0.010 0.015 0.027
H 0.1526 3.9455 1.3678 -0.017 -0.110 -0.007
H 0.1560 3.3760 3.0460 -0.076 -0.150 -0.169
H 1.8520 5.4569 2.3087 -0.032 0.021 -0.052
H 1.0395 5.4407 3.8732 0.007 0.026 -0.004
H 0.1077 6.8827 1.3493 0.005 -0.020 -0.007
H 0.1411 7.4914 3.0143 -0.110 0.011 0.006
```
Forces are in eV/Å.

For the HOMO-LUMO gap, the calculation gives 0.3925 Eh. For the total energy, the calculation gives -48041.0844 eV. The LUMO energy is 0.019 Eh. As for the SMILES: CCCCCC[C@](C)(C#N)CC#N.O=C1CCCO1.O=C1CCCO1.O=C1CCCO1.O=C1CCCO1.